Entry from the OMol25 dataset: 22 unconnected molecules or ions with the total composition C111H173N19O37 (ωB97M-V/def2-TZVPD).

Properties
max |F|	5.4	eV/A
total charge	+10
HOMO level	-16.5	eV
DFT total energy	-221885.536	eV
LUMO	-12.505	eV
frontier orbital gap	4.0	eV

Structure (XYZ):
```
340
Properties=species:S:1:pos:R:3:forces:R:3:lowdin_charge:R:1
O 5.476532 6.018855 4.592618 0.05 -1.83 -0.01 0.078
O 3.299040 -5.182519 0.922203 -0.11 0.57 0.51 0.050
O -13.391090 -3.928755 -4.849529 -1.06 0.67 1.04 0.131
O -11.650769 -5.353801 -5.058512 -0.25 0.75 -0.63 0.125
O 1.102412 5.088044 -3.964826 -0.18 0.31 -0.13 -0.014
O 5.373039 -2.044902 -0.239232 1.37 0.27 -0.46 0.084
O 5.159500 2.642658 -11.881937 0.37 -1.07 -0.96 -0.190
O 3.017083 6.418210 1.039460 -1.85 2.01 1.05 -0.003
O 2.654898 -6.004710 -3.010765 0.18 1.09 0.82 0.049
O 3.844690 -4.100096 -2.953643 -0.50 -0.69 0.34 0.126
O 3.832749 4.780424 -0.196440 2.35 -0.58 2.00 0.031
O -12.172800 -3.942873 -6.679543 1.36 -1.73 -1.71 0.152
O 0.223977 12.968921 -0.201272 -0.15 0.12 -0.95 0.115
O 2.208098 4.662429 -9.077238 0.63 -0.16 -0.35 -0.006
O -1.948016 -1.464486 -2.336518 2.43 -0.43 3.13 0.047
O 3.899007 1.162214 8.356543 -0.57 0.81 -1.79 -0.067
O -5.020416 -6.989288 -5.006597 -0.72 0.45 -0.42 -0.075
O 1.852821 1.449729 7.507391 -0.75 0.13 1.41 0.010
O 3.849729 -0.960978 0.897933 -0.26 0.63 -0.70 -0.007
O 2.158792 8.567187 -4.434782 0.93 0.04 -0.19 -0.170
O 3.510524 4.972876 -14.550544 -0.27 -0.82 -0.96 -0.233
O -1.480296 7.321518 0.006999 1.34 0.48 0.46 -0.181
O 0.824618 15.137688 -0.051889 0.02 0.17 -0.96 0.108
O -0.368206 3.902399 -2.702661 0.95 0.72 -0.36 0.026
O 6.178666 3.914354 4.148445 0.84 -0.94 -0.69 0.111
O 3.558786 1.590190 6.120869 0.65 0.73 -0.24 -0.076
O 2.092589 13.602926 0.973689 -2.98 0.34 -2.89 -0.046
O 2.000573 -4.324266 -1.694339 -0.04 1.91 1.26 0.088
O -7.256047 -7.462671 -5.095195 2.59 2.45 -0.72 -0.123
O -0.578806 15.226555 -2.057704 -1.25 1.70 -0.56 -0.022
O -17.771043 -3.095905 -3.818158 0.88 -1.06 0.78 -0.202
O 4.847315 5.304445 1.686501 1.74 -0.17 2.34 -0.006
O -16.377337 -0.279712 -7.808478 -0.33 0.01 0.22 -0.223
O 1.560268 4.587857 -1.830964 0.44 0.66 0.98 -0.034
O -6.401356 -5.300643 -5.523481 -0.26 -0.85 0.34 0.019
O 3.347018 -2.038823 -1.037114 -1.21 0.34 -0.91 -0.064
O 4.871244 4.284069 5.917089 -0.22 0.95 0.36 0.136
N 1.497257 5.161026 -7.037236 -0.28 0.51 -0.67 0.039
N 0.050058 -1.804130 0.580070 1.43 1.28 -2.36 -0.066
N -6.832941 -27.493780 5.717232 -1.20 0.40 1.77 -0.069
N -2.158002 15.686154 -3.538864 -1.65 1.99 -1.20 0.056
N 4.396707 5.345730 -12.021149 -1.95 -4.98 -0.71 0.112
N -3.253586 -2.809886 -3.633531 0.30 -2.19 1.42 0.040
N 1.401825 18.242816 8.800510 0.88 0.78 1.02 -0.060
N 5.749277 0.976761 14.577178 0.17 1.76 0.38 -0.070
N -17.408675 -2.205514 -6.357779 -1.63 -2.36 -0.44 0.079
N 3.853068 -7.252434 1.521252 -0.26 -0.03 -0.09 -0.008
N 7.937445 0.568924 21.202715 0.08 3.69 -0.11 -0.066
N 1.699294 4.238677 3.570267 -0.01 -1.45 -0.81 -0.028
N 12.684361 1.371246 1.035815 0.95 1.14 0.70 -0.062
N 5.847395 2.048037 1.695648 -0.16 -1.05 0.63 -0.019
N -7.278156 -26.006071 -1.083667 -0.26 0.23 -0.39 -0.089
N 1.957027 7.480599 -1.470064 -0.48 0.03 -1.78 0.071
N 0.932109 -9.758902 -4.109991 -2.78 0.44 -1.12 -0.068
N 4.297304 14.668731 3.603824 1.20 0.11 -1.55 -0.047
N -5.769141 -11.235659 -5.592413 0.82 -0.03 -0.67 -0.065
C 14.156792 1.329035 0.798489 -0.02 -0.67 -1.18 0.061
C -17.431454 -3.148532 -2.406656 -0.33 -0.37 -0.33 -0.057
C 10.587108 0.226476 1.254366 0.56 -0.54 -1.05 0.069
C -1.705151 -10.378850 -4.718912 -0.18 -0.27 0.01 -0.160
C 10.830240 2.503167 1.790368 -2.05 2.02 1.15 0.025
C -6.204298 -28.246585 4.827342 0.82 -2.17 1.13 0.007
C 0.933610 4.259680 2.445488 -0.03 2.08 -0.02 0.008
C 2.931752 5.460653 -12.292007 -0.25 -1.99 0.26 -0.106
C 3.173400 16.823862 8.112295 1.42 -0.96 -0.81 0.057
C -16.775572 -3.775573 -4.572971 0.31 1.25 -0.82 -0.226
C 2.696029 5.753355 -13.732953 0.22 0.60 -0.86 -0.259
C -12.482276 -4.351738 -5.475809 0.68 -1.16 0.36 -0.684
C -1.511830 17.543398 -2.228526 0.49 -0.16 -0.81 0.035
C 11.947638 0.291137 0.997845 0.52 -2.71 -0.55 0.008
C -4.907540 -12.241052 -5.323054 0.24 -0.03 0.22 0.002
C 2.522774 16.552507 6.886529 0.22 1.05 1.02 -0.133
C 3.892134 5.573668 1.001592 -0.53 -1.24 -4.32 -0.798
C -6.217568 -6.662750 -5.201370 -1.62 -1.85 0.72 -0.719
C 1.891211 1.852850 3.454576 -0.46 -0.13 -2.19 0.021
C 6.123694 -0.203578 15.088898 0.16 1.09 -0.72 0.018
C 0.236536 -1.665543 1.865623 -0.83 -0.80 1.18 -0.020
C 2.298924 4.456702 -7.870304 -0.78 -0.57 0.25 -0.512
C -1.060699 -9.304534 -5.302995 -0.71 0.90 -1.81 0.057
C 12.107682 2.512790 1.455428 0.84 -1.23 -0.03 0.005
C 2.604445 8.592525 -5.794880 -0.81 -0.71 0.39 -0.085
C 6.413947 0.746401 17.270706 0.58 0.68 -0.03 -0.080
C -0.353339 6.881825 -0.726424 -0.85 0.25 -1.47 -0.186
C 2.317497 -9.460146 -3.783811 -0.44 0.87 1.77 0.037
C 0.512602 7.969317 -1.377777 0.68 0.61 -0.55 -0.056
C 5.584647 4.653171 4.871044 -0.79 1.64 -0.74 -0.635
C -17.913156 -2.075855 -7.781861 0.27 -0.38 0.25 -0.091
C 2.826763 -4.887270 -2.534474 0.39 -1.20 -1.87 -0.659
C 4.892346 1.253605 -12.277338 0.22 2.57 -1.13 -0.023
C 5.596125 2.048567 15.398119 0.63 -0.33 1.01 0.049
C -7.632520 -26.150061 3.994858 -1.05 1.43 -0.20 0.053
C 0.274286 -10.802706 -3.542528 0.66 0.47 -1.12 0.022
C -6.800991 -27.801293 7.201048 1.51 0.13 -0.32 0.067
C -2.982692 -0.530440 -4.138982 -0.12 2.25 -0.81 -0.016
C 0.802798 18.064887 7.655450 -1.13 -1.29 -1.60 0.027
C -7.087286 -26.622470 1.571445 0.15 1.03 -0.94 -0.121
C 3.259063 8.160463 -3.675880 -0.86 -0.87 1.86 -0.223
C 1.129555 1.891503 2.248885 0.29 1.50 0.87 -0.113
C 4.548509 15.841754 5.620854 -0.60 0.29 -0.33 0.055
C 3.046539 -7.753552 0.427537 1.14 -1.06 0.70 -0.070
C 0.696565 0.425331 0.229199 1.43 1.92 -0.10 0.049
C 0.444360 -0.807665 -0.269662 -1.55 -1.23 -0.89 0.021
C 5.577286 1.146593 13.122759 -0.76 -2.12 -1.65 0.033
C 3.286569 3.414123 -7.279178 -1.06 1.52 0.59 0.022
C 0.651613 6.225319 -7.602826 1.13 0.18 -0.72 -0.064
C -5.337526 -9.958644 -5.587328 0.09 -1.51 0.50 0.060
C 3.014101 8.317178 -2.148047 -1.78 1.39 -0.86 -0.053
C 2.398386 15.208420 4.812003 -0.45 0.16 -0.90 0.061
C 4.108874 -1.586042 -0.142775 -0.52 -1.15 1.84 -0.772
C -7.142107 -11.531393 -6.052894 -0.74 0.54 1.08 0.046
C 7.876610 1.786217 20.562147 -0.88 -1.41 -1.26 0.080
C 8.547810 0.621021 22.540529 1.34 -0.47 -0.28 0.048
C 7.097073 -0.567221 19.360759 -1.29 0.51 -0.68 0.065
C 3.129024 15.899400 5.748298 2.58 -1.67 -0.39 -0.124
C 4.367641 3.131231 -10.832997 2.26 0.07 -0.73 -0.231
C 5.115737 15.223801 4.550490 -1.51 -1.19 -0.17 0.017
C 4.774376 -5.569755 2.886221 -3.64 2.42 0.86 0.005
C 0.860584 4.605572 -2.848650 -0.62 -1.22 -0.38 -0.796
C 2.951453 14.678696 3.628236 1.39 0.81 1.66 0.081
C -1.372090 16.108329 -2.578381 0.73 -2.03 0.62 -0.432
C -4.017620 -9.714621 -5.274704 0.17 -0.02 0.19 0.062
C -7.604268 -26.449091 5.350127 1.18 -0.78 -1.47 0.044
C 3.223742 1.428523 7.316964 0.54 -1.32 2.14 -0.793
C -3.572980 -12.054888 -5.024284 0.67 0.71 -0.32 0.051
C -3.172821 -4.125411 -2.797329 0.64 2.31 0.14 -0.015
C 4.977955 14.181354 2.326425 -0.86 -0.76 1.27 0.069
C 8.545794 1.582799 1.577165 0.53 1.35 -0.63 -0.133
C -7.287828 -25.687718 -2.520015 -0.38 -0.28 -1.09 0.029
C -5.953474 -26.608551 0.727752 1.84 -1.28 0.78 0.062
C -16.044107 1.111918 -8.046379 0.33 -0.87 -0.25 -0.045
C 6.625378 3.009680 1.252521 0.37 2.18 -0.09 0.021
C 7.713669 0.589508 1.968004 -1.04 -1.08 0.15 0.046
C 4.708842 4.578114 -10.740006 -1.37 1.45 0.13 -0.076
C -0.586286 -2.944448 -0.025293 -1.15 -0.55 -0.94 0.009
C -3.084757 -10.718770 -5.000336 -2.27 -0.33 -0.88 -0.114
C 0.575320 -0.497296 2.425586 1.71 3.18 -0.10 0.061
C 7.522159 -0.575972 20.646329 0.57 0.45 0.76 0.017
C 3.260642 5.223199 -16.016415 0.27 2.08 2.40 0.013
C 6.521653 -0.322851 16.372706 -0.62 0.54 1.51 0.055
C 2.205331 3.053884 4.014530 -0.32 0.65 0.36 -0.001
C 0.236960 -8.955993 -5.027538 0.80 -1.66 1.85 0.083
C -6.996347 -26.913793 3.015422 -0.10 -0.27 1.03 -0.138
C -2.584634 7.871148 -0.694232 -0.85 -0.64 2.08 -0.082
C -3.208700 16.501816 -4.248074 -0.61 -0.59 1.22 -0.015
C 0.781920 19.204563 9.780069 0.23 -0.25 0.05 0.069
C 6.372995 0.854832 1.960550 -1.10 -1.37 0.38 0.023
C 7.973446 2.771990 1.101518 0.07 -1.03 0.95 0.066
C -8.331715 -26.254512 1.023589 -1.27 0.00 0.67 0.052
C 1.319062 17.161257 6.699364 -1.37 1.32 0.69 0.062
C 2.610684 17.658171 9.011628 -0.92 0.22 0.09 0.022
C -17.256380 -3.706523 -6.006140 -0.87 0.41 0.47 -0.075
C -17.702154 -0.652556 -8.216959 -0.29 1.70 0.34 -0.198
C 1.118164 13.903123 0.174654 1.54 -0.39 3.75 -0.599
C 4.407288 2.189290 1.985743 0.53 1.04 -0.85 0.042
C 6.925293 0.690635 18.701699 -0.55 -2.46 -2.03 -0.109
C 5.947872 1.968284 16.754786 -0.84 -1.16 -1.17 0.051
C -2.649578 -1.634883 -3.276403 -2.29 -1.76 -1.55 -0.643
C -6.315894 -28.011355 3.494583 0.62 -0.59 -1.35 0.037
C 3.879376 -5.919545 1.698144 1.42 -0.42 0.15 -0.555
C 10.009446 1.414121 1.568301 -1.33 0.29 0.02 -0.127
C 0.665297 3.134920 1.737250 0.15 -1.83 0.34 0.062
C 2.051214 5.438823 4.326942 -1.78 -0.58 0.10 0.057
C -6.069467 -26.336765 -0.626783 -1.08 -0.69 2.03 0.003
C 0.812060 0.652923 1.599957 -1.01 -3.28 0.16 -0.117
C 7.324301 1.856753 19.257947 1.92 1.22 2.08 0.038
C -1.015784 -11.154349 -3.852657 0.75 -0.67 1.86 0.028
C -8.422733 -25.918260 -0.318693 1.48 -0.81 -0.78 0.059
H 2.355612 4.584120 -11.852716 1.10 0.91 -0.80 0.158
H 2.935579 -9.797649 -4.576888 0.76 -0.40 -0.49 0.105
H 10.005824 -0.674728 1.016935 0.51 0.38 0.31 0.154
H 8.238000 2.686442 21.045742 0.13 -0.38 0.30 0.159
H 4.806553 3.311152 6.029116 0.15 -0.28 -0.12 0.112
H 6.165524 14.997151 4.470307 0.15 0.37 -0.24 0.153
H 2.350391 5.927518 -16.029258 1.32 -1.38 -0.65 0.115
H 5.234449 2.998005 15.017725 0.03 -0.33 -0.42 0.159
H -18.478074 -0.007278 -7.700655 0.80 -0.36 -0.63 0.150
H -17.206486 -4.198372 -2.098335 0.11 0.78 -0.33 0.102
H -6.082837 -9.204341 -5.731379 -0.34 0.92 -0.07 0.111
H 4.792961 6.200599 -12.024183 1.77 3.70 0.14 0.130
H 5.399928 -2.488678 -1.096715 0.28 -0.16 0.15 0.102
H -2.046820 14.775411 -3.863911 0.31 -1.73 -0.33 0.126
H 14.339568 1.637557 -0.244612 -0.01 0.13 0.53 0.125
H 7.572973 -1.421965 21.315037 0.02 -0.31 -0.29 0.162
H 1.426280 5.447009 5.213066 -0.23 0.29 0.05 0.123
H 4.240032 14.292306 1.567882 -0.36 0.05 -0.83 0.069
H -1.618857 -2.581756 -0.250608 0.66 -0.65 0.07 0.107
H 1.600039 5.587982 -13.863008 0.65 0.48 -0.45 0.153
H -3.844033 -8.666689 -5.192689 0.48 0.85 0.04 0.093
H -0.017755 -2.480725 2.493624 -0.10 -0.86 0.28 0.146
H -4.894635 -26.949103 1.064551 -2.14 0.76 -0.27 0.178
H -0.183290 5.889641 -8.236084 0.16 -0.03 0.62 0.097
H 3.482770 9.208444 -5.892621 0.17 0.69 -0.18 0.086
H -11.909553 -5.548102 -4.159525 -0.11 -0.30 0.54 0.121
H 3.463514 2.615881 -7.979499 0.50 0.18 -0.46 0.058
H 5.684510 6.090763 3.618792 -0.29 -0.22 1.00 0.118
H 0.161907 15.260973 -0.883487 0.41 0.19 0.37 0.055
H 8.300649 -0.298684 22.984589 -0.24 -1.07 0.98 0.088
H -3.350105 7.066066 -0.760342 0.29 0.81 -0.40 0.109
H -16.493030 -4.797007 -4.263742 -0.55 0.33 0.08 0.144
H 6.202291 4.039412 1.182968 -0.08 -0.93 -0.33 0.137
H 0.327664 -1.027770 -1.364733 0.22 0.29 1.36 0.161
H 5.617071 0.101122 2.163643 0.23 -0.17 0.09 0.139
H 14.488500 0.288846 0.869176 -0.12 0.24 0.15 0.108
H -7.347371 -5.067129 -5.534141 0.41 -0.65 0.00 0.096
H -18.944521 -2.494923 -7.858240 0.83 0.61 0.04 0.163
H 0.372775 6.425087 -0.075652 -0.40 -0.87 0.63 0.101
H 1.935044 6.292220 3.714167 -0.16 0.86 -0.57 0.094
H -2.364884 8.363710 -1.588422 0.64 0.13 -1.92 0.062
H 0.831039 -8.123298 -5.372503 -0.33 0.11 -0.38 0.155
H 5.248475 13.128458 2.414391 -0.21 0.04 0.23 0.117
H -2.831780 17.488684 -4.475880 0.22 -0.04 -0.62 0.068
H 2.878891 3.022724 4.854331 0.01 0.35 0.46 0.106
H -0.641567 17.839264 -1.658930 -0.08 0.47 0.05 0.100
H -16.556567 -4.137266 -6.677212 0.89 -0.11 -0.64 0.120
H 2.721211 9.343118 -1.860548 0.46 -0.20 -0.45 0.143
H -7.759161 -10.690470 -5.658490 0.14 -0.94 -0.19 0.127
H 8.597178 3.525204 0.722260 0.58 1.02 -0.41 0.115
H -2.144140 -4.449736 -2.446935 -1.01 0.84 -0.86 0.087
H 3.075855 4.972584 -0.705395 -1.86 0.21 -1.01 -0.006
H -6.502262 -24.940334 -2.734453 -0.67 -0.25 0.14 0.124
H 5.738973 -5.928063 2.815539 2.00 -0.75 -0.24 0.049
H 4.183684 16.412566 8.342885 -1.04 0.34 -0.20 0.155
H -15.540213 1.490468 -7.175059 0.27 0.01 0.42 0.083
H 2.906199 7.588465 -6.136194 -0.34 0.07 0.10 0.088
H -0.735848 6.214283 -1.523063 0.63 -0.16 0.46 0.130
H 6.178589 1.900047 12.592351 -0.13 -0.03 0.95 0.124
H -1.433973 -11.981146 -3.254533 0.09 0.45 -0.69 0.152
H -2.868409 -12.905115 -4.929222 -0.86 0.51 0.10 0.143
H 2.045627 -7.403301 0.513785 -0.76 0.49 -0.11 0.076
H -17.209413 -2.692929 -8.326365 -0.12 -0.33 -0.32 0.131
H 1.701790 1.322245 8.492323 0.48 0.16 -1.80 0.124
H 4.514512 1.240789 12.904814 -0.02 0.62 0.11 0.115
H 0.817808 -0.377057 3.476952 -0.57 -0.48 -0.05 0.132
H 3.144839 4.237813 -16.400783 -0.35 -0.35 -0.81 0.077
H -4.073578 -2.806743 -4.254524 0.93 0.17 0.36 0.141
H -1.648102 18.063904 -3.198953 0.71 0.15 0.82 0.096
H 10.452280 3.414810 2.287788 -0.06 -0.56 -0.66 0.163
H 5.698299 2.805347 17.372846 0.18 0.36 0.22 0.127
H 3.027889 5.334174 4.642706 2.08 -0.03 0.53 0.050
H -3.596485 15.962610 -5.153979 0.56 0.57 1.05 0.113
H -2.946027 8.712975 -0.083047 -0.23 -0.57 0.15 0.096
H 8.255319 1.438002 23.183289 -0.46 0.31 -0.32 0.120
H 9.642768 0.636741 22.410091 -0.41 0.08 0.05 0.135
H -9.313672 -25.724384 -0.926107 0.20 0.14 0.74 0.159
H 1.734388 8.943561 -6.328978 0.18 0.20 -0.58 0.090
H 4.671491 2.711913 -9.879724 -0.27 -0.40 0.32 0.126
H 1.359530 4.931542 -6.077477 0.19 -0.20 0.87 0.079
H 3.486341 -7.489909 -0.533292 -0.19 -0.08 -0.09 0.083
H -16.508333 -1.765363 -6.348955 0.75 0.66 0.26 0.146
H 4.724303 -4.468850 3.055072 0.44 -0.73 -0.35 0.093
H 4.230888 3.254171 2.049584 -0.24 0.17 -0.34 0.078
H 5.712884 4.800142 -10.477399 1.12 -0.28 -0.11 0.130
H -8.083156 -25.931170 6.156395 -0.30 0.39 -0.06 0.153
H 1.285190 6.839141 -8.239079 0.20 -0.32 -0.63 0.073
H -0.151087 18.580579 7.508294 0.40 -0.17 -0.03 0.170
H 2.472093 14.350025 2.704672 -0.43 -0.30 0.16 0.112
H -0.111266 -3.162468 -1.020491 -0.37 -0.11 1.28 0.105
H -9.272595 -26.276407 1.676947 1.50 0.09 -1.20 0.172
H 4.147003 4.038493 -6.954829 -0.11 -0.93 -0.32 0.098
H 0.425530 6.999646 -6.891696 -0.81 -0.46 0.94 0.065
H 0.670861 20.175122 9.279339 -0.03 -0.35 0.38 0.128
H 3.043624 -8.819084 0.620574 -0.16 -0.43 -0.64 0.080
H -15.361095 1.207955 -8.908718 -0.54 -0.10 0.23 0.104
H 5.248622 16.304542 6.274153 0.09 0.38 0.76 0.124
H 4.720624 4.853156 -12.897098 0.26 0.06 0.94 0.183
H -0.611054 -3.774711 0.692783 0.20 0.14 -0.51 0.115
H 2.422386 0.932917 3.753638 -0.63 0.73 0.27 0.143
H 5.863758 14.731509 2.137392 0.60 0.79 -0.06 0.093
H 3.089895 17.907175 9.910242 0.51 0.26 1.14 0.140
H 5.747291 0.949147 -12.893079 -0.76 0.26 -0.44 0.108
H 4.418676 -7.854251 2.113683 -0.45 0.20 -0.41 0.144
H -5.891964 -28.400183 7.336244 -0.28 0.22 0.26 0.109
H -3.595958 -4.852825 -3.441517 -0.35 -0.90 -0.43 0.044
H -5.881963 -28.737923 2.815378 0.14 0.13 0.08 0.149
H -4.038795 16.712574 -3.512516 0.58 -0.53 -0.92 0.111
H -3.183207 -0.943548 -5.135840 -0.33 0.89 0.11 0.092
H -0.710089 3.974240 -3.599497 -0.45 -0.17 -0.09 0.086
H -16.946520 1.678694 -8.163827 -0.43 0.40 -0.34 0.083
H 5.784101 0.157645 12.612563 0.17 1.06 0.76 0.126
H -5.340850 -13.212619 -5.327103 -0.18 -0.62 -0.16 0.135
H 0.542792 5.235154 2.040210 0.72 -0.96 0.96 0.161
H -17.746340 -0.492386 -9.304295 -0.53 -0.40 0.27 0.146
H -7.110766 -26.581284 -3.171211 -0.06 0.52 0.89 0.138
H 14.720730 1.933303 1.502193 -0.33 0.14 0.06 0.113
H -3.808146 0.043024 -3.632967 0.42 -0.60 -0.96 0.117
H 12.524738 -0.590886 0.718271 -0.41 0.02 0.02 0.159
H -5.277991 -26.530381 -1.324143 0.24 0.40 -0.26 0.157
H 2.301801 7.293538 -0.551520 0.37 -0.34 1.65 0.092
H 4.161582 1.777361 2.932880 0.46 -0.67 0.59 0.077
H -2.446944 17.724687 -1.728376 -0.29 -0.02 0.63 0.102
H 4.179690 5.755213 -16.380637 -1.03 -0.59 0.01 0.107
H 0.987148 1.226084 -0.460377 -0.31 -0.31 0.11 0.149
H -16.595931 -2.455637 -2.190586 -0.39 -0.43 0.01 0.101
H -7.646835 -28.373224 7.562746 -0.35 0.04 -0.41 0.117
H 2.430990 -9.986165 -2.832041 0.86 0.07 -0.32 0.106
H 1.985137 6.562600 -1.902464 -0.37 -0.98 -0.38 0.110
H 1.321981 19.258188 10.717895 0.84 0.22 -0.31 0.109
H 0.581505 8.835840 -0.745502 -0.17 0.46 0.47 0.129
H 6.160434 -0.966834 14.371418 0.17 -1.17 -0.60 0.140
H 4.969389 0.681947 -11.439279 0.02 -1.80 2.62 0.045
H 12.669825 3.363672 1.614928 1.48 1.42 0.04 0.138
H -5.649304 -29.159319 5.205610 -0.72 1.38 -0.37 0.189
H -2.111628 0.169696 -4.120483 -0.70 -0.57 -0.38 0.102
H 3.878313 1.690945 1.185513 -0.30 -0.02 -0.12 0.112
H 8.023362 -0.409338 2.238238 0.11 0.06 0.14 0.141
H 6.815030 -1.271500 16.719665 0.49 -1.01 0.25 0.120
H 3.060751 6.788496 -13.950401 -1.12 -0.12 0.36 0.150
H 0.057608 3.191184 0.834963 0.25 0.00 0.18 0.141
H -11.623241 -4.702348 -7.064055 -0.70 1.76 0.35 0.176
H 0.755807 17.011980 5.799447 -0.15 0.20 -0.27 0.129
H -1.673613 -8.855274 -6.103271 0.84 0.53 0.57 0.155
H -0.138012 18.777182 10.141116 -0.74 -0.04 -0.53 0.110
H 4.087042 5.017807 -9.952465 -0.04 0.03 -0.33 0.107
H -7.245019 -11.533930 -7.124686 0.47 0.13 -0.46 0.108
H -18.343889 -2.878487 -1.885883 0.11 0.33 0.14 0.091
H 3.866366 1.162122 -12.671587 0.63 -0.02 -0.39 0.105
H -8.185695 -25.265350 3.667094 0.08 -0.26 0.31 0.141
H -7.443249 -12.526384 -5.699445 -0.01 0.54 0.18 0.108
H 2.855795 2.920522 -6.407658 0.02 0.31 0.23 0.076
H 4.156155 8.739680 -3.883959 0.15 0.29 -0.10 0.125
H -8.291936 -25.342391 -2.735888 0.12 0.38 -0.38 0.098
H 2.460413 -8.371641 -3.581933 -0.22 -0.68 -0.30 0.103
H 0.791224 -11.488658 -2.929710 1.03 -0.09 0.83 0.138
H -0.520075 13.309303 -0.790479 1.53 -0.09 0.94 0.146
H 2.565583 6.303144 -11.828004 -0.74 1.79 1.67 0.109
H 3.368252 2.944482 -11.077277 -1.85 -0.18 0.23 0.103
H 3.495632 7.100423 -3.873999 -0.05 0.12 -0.03 0.136
H 2.370990 -3.409840 -1.341716 -0.43 -1.70 -0.36 0.118
H -15.843843 -3.169411 -4.588873 -0.10 -0.44 0.47 0.118
H -6.695900 -26.846646 7.744242 -0.09 -0.52 -0.29 0.119
H 3.920002 8.075426 -1.678946 1.27 -0.36 0.83 0.112
H 3.722619 -3.271383 -2.468939 0.49 0.73 0.11 0.064
H 0.196375 8.321008 -2.364341 0.14 -0.35 0.05 0.134
H 4.250446 -5.972275 3.776428 0.55 -0.10 -0.31 0.093
H -3.792018 -4.003451 -1.899555 0.08 -0.09 -0.21 0.077
H 1.352494 15.177374 4.995459 -0.82 -0.27 -0.41 0.120
H 6.757677 -1.532938 18.977820 0.09 0.55 -0.26 0.144
H -18.203341 -4.245882 -6.197930 0.18 0.71 0.31 0.151
H 7.449950 2.804569 18.699826 -0.52 -0.70 0.55 0.150
H -18.039003 -1.801442 -5.650361 0.34 0.06 -0.20 0.183
```
Forces are in eV/Å.